[1]
Entry from the Open Molecules 2025 dataset: 2 unconnected molecules or ions with the total composition C5H14N2O2 at a distorted geometry (ωB97M-V with the def2-TZVPD basis set).

Values from the calculation:
Relative energy (zero: lowest compared OMol25 entry of this formula, charge and spin)   52.7 kcal per mole
E_tot   -12486.043 eV
Gap between HOMO and LUMO   9.105 eV
LUMO level   0.63 eV

Each atom is followed by the atoms it is bonded to, with distances in Å.
Atoms and positions in Å:
1 C 1.2049 1.0413 -0.3418  C2 1.528, O3 1.320, O4 1.429, H7 1.202
2 C 2.0721 1.5581 0.8051  C1 1.528, H8 1.089, H9 1.090, H10 1.091
3 O 1.6498 -0.0322 -0.9682  C1 1.320
4 O 0.8291 2.1250 -1.1933  C1 1.429, H6 0.965
5 H 0.6816 -1.0014 -0.8075  N15 1.231
6 H 1.2747 1.9594 -2.0334  O4 0.965
7 H 0.1487 0.7382 0.1449  C1 1.202
8 H 2.2318 0.7626 1.5320  C2 1.089
9 H 1.6111 2.4186 1.2893  C2 1.090
10 H 3.0398 1.8578 0.4009  C2 1.091
11 C 0.0024 -2.3804 0.7162  N15 1.455, H18 1.098, H19 1.088, H20 1.092
12 C -1.7760 0.2468 -1.3021  C13 1.504, H21 1.087, H22 1.090, H23 1.090
13 C -1.1906 -0.4590 -0.1099  C12 1.504, N14 1.377, N15 1.331
14 N -1.9486 -0.4109 1.0386  C13 1.377, H16 1.007, H17 1.007
15 N -0.3638 -1.4718 -0.3593  H5 1.231, C11 1.455, C13 1.331
16 H -1.5483 -0.7816 1.8852  N14 1.007
17 H -2.5223 0.4066 1.1636  N14 1.007
18 H 0.4928 -1.8574 1.5475  C11 1.098
19 H 0.7173 -3.0971 0.3180  C11 1.088
20 H -0.8683 -2.9247 1.0885  C11 1.092
21 H -1.1834 0.0596 -2.1940  C12 1.087
22 H -2.8014 -0.0837 -1.4689  C12 1.090
23 H -1.7532 1.3260 -1.1512  C12 1.090

[2]
Entry from the Open Molecules 2025 dataset: a single C3H8N4S molecule at a distorted geometry (ωB97M-V with the def2-TZVPD basis set).

Values from the calculation:
Relative energy (zero: lowest compared OMol25 entry of this formula, charge and spin)   93.8 kcal per mole
E_tot   -20032.170 eV
Gap between HOMO and LUMO   9.493 eV
LUMO level   0.66 eV

Each atom is followed by the atoms it is bonded to, with distances in Å.
Atoms and positions in Å:
1 H 2.8142 -0.4994 -1.5215  N2 1.162
2 N 1.6838 -0.3617 -1.7544  H1 1.162, C3 1.291
3 C 1.2419 -0.1293 -0.5642  N2 1.291, N4 1.388, S6 1.728
4 N 1.7865 0.1734 0.6759  C3 1.388, N5 1.471, H10 0.954
5 N 2.7564 1.2677 0.5156  N4 1.471, H11 1.257, H12 1.051
6 S -0.4355 -0.5379 -0.6282  C3 1.728, N7 1.712
7 N -1.0867 0.2972 0.7169  S6 1.712, C8 1.202
8 C -2.2357 0.2077 1.0578  N7 1.202, C9 1.483, H13 1.093
9 C -3.2342 -0.5946 0.3103  C8 1.483, H14 1.148, H15 1.023, H16 1.153
10 H 1.0051 0.4264 1.1619  N4 0.954
11 H 2.1864 2.2813 0.9921  N5 1.257
12 H 3.3948 1.3735 1.3433  N5 1.051
13 H -2.4967 0.9565 1.8093  C8 1.093
14 H -3.4312 -0.3801 -0.7999  C9 1.148
15 H -2.9107 -1.5619 0.2373  C9 1.023
16 H -4.2057 -0.5295 0.9280  C9 1.153

[3]
Entry from the Open Molecules 2025 dataset: 9 unconnected molecules or ions with the total composition C22H43Cl16F3NO at a distorted geometry (ωB97M-V with the def2-TZVPD basis set).

Values from the calculation:
E_tot   -235558.598 eV
Gap between HOMO and LUMO   4.786 eV
LUMO level   1.73 eV
Net charge   -1

Each atom is followed by the atoms it is bonded to, with distances in Å.
Atoms and positions in Å:
1 C -2.2060 3.5066 4.7224  O2 1.471, H12 1.182, H13 1.184, H14 1.192
2 O -2.3351 3.2631 3.2772  C1 1.471, C3 1.501
3 C -3.6311 3.8146 2.7597  O2 1.501, C4 1.673, H15 1.181, H16 1.174
4 C -4.0610 2.7666 1.5289  C3 1.673, C5 1.653, H17 1.193, H18 1.170
5 C -2.8029 2.7947 0.4572  C4 1.653, C6 1.643, H19 1.187, H20 1.191
6 C -2.0381 1.3418 0.5111  C5 1.643, N7 1.521, H21 1.186, H22 1.178
7 N -1.4218 0.9062 -0.8096  C6 1.521, C8 1.525
8 C -0.5400 -0.3226 -0.6113  N7 1.525, F9 1.490, F10 1.496, F11 1.506
9 F 0.8077 0.1873 -0.2330  C8 1.490
10 F -1.0001 -1.2155 0.4967  C8 1.496
11 F -0.5217 -1.1750 -1.8527  C8 1.506
12 H -3.0287 4.2403 5.1492  C1 1.182
13 H -1.1036 3.8663 4.9625  C1 1.184
14 H -2.3149 2.4528 5.2694  C1 1.192
15 H -3.4460 4.9140 2.3697  C3 1.181
16 H -4.5013 3.7379 3.5437  C3 1.174
17 H -4.1618 1.7083 2.0694  C4 1.193
18 H -5.0986 3.0334 1.0576  C4 1.170
19 H -2.0592 3.7032 0.6286  C5 1.187
20 H -3.2539 2.9699 -0.6310  C5 1.191
21 H -1.1717 1.3945 1.3187  C6 1.186
22 H -2.8535 0.5351 0.7796  C6 1.178
23 Cl 1.7993 -5.7811 -0.5769  C24 1.781
24 C 1.8172 -4.1168 -1.2113  Cl23 1.781, C25 1.521, H27 1.094, H28 1.094
25 C 2.5033 -4.0263 -2.5653  C24 1.521, Cl26 1.781, H29 1.095, H30 1.094
26 Cl 4.2573 -4.3161 -2.4511  C25 1.781
27 H 2.3032 -3.4757 -0.4695  C24 1.094
28 H 0.7735 -3.8014 -1.3023  C24 1.094
29 H 2.3756 -3.0217 -2.9806  C25 1.095
30 H 2.0862 -4.7444 -3.2779  C25 1.094
31 Cl 0.4340 4.9984 6.3380  C32 1.781
32 C 0.7756 3.9394 7.7288  Cl31 1.781, C33 1.521, H35 1.094, H36 1.094
33 C 0.0456 4.3884 8.9848  C32 1.521, Cl34 1.781, H37 1.095, H38 1.094
34 Cl 0.6848 5.9246 9.6212  C33 1.781
35 H 1.8592 3.9152 7.8793  C32 1.094
36 H 0.4483 2.9336 7.4488  C32 1.094
37 H 0.1719 3.6421 9.7754  C33 1.095
38 H -1.0264 4.5152 8.8050  C33 1.094
39 Cl -4.5922 -0.4176 -4.9211  C40 1.781
40 C -4.2506 -1.4766 -3.5303  Cl39 1.781, C41 1.521, H43 1.094, H44 1.094
41 C -4.9806 -1.0276 -2.2744  C40 1.521, Cl42 1.781, H45 1.095, H46 1.094
42 Cl -4.3414 0.5086 -1.6379  C41 1.781
43 H -3.1670 -1.5008 -3.3798  C40 1.094
44 H -4.5779 -2.4824 -3.8103  C40 1.094
45 H -4.8543 -1.7739 -1.4837  C41 1.095
46 H -6.0526 -0.9008 -2.4541  C41 1.094
47 Cl 7.1709 -3.3065 -7.0671  C48 1.781
48 C 6.3873 -4.5856 -6.1068  Cl47 1.781, C49 1.521, H51 1.094, H52 1.094
49 C 7.3522 -5.7035 -5.7444  C48 1.521, Cl50 1.781, H53 1.095, H54 1.094
50 Cl 7.8383 -6.6598 -7.1666  C49 1.781
51 H 5.5310 -4.9609 -6.6755  C48 1.094
52 H 6.0097 -4.1114 -5.1960  C48 1.094
53 H 6.8728 -6.3970 -5.0464  C49 1.095
54 H 8.2589 -5.3160 -5.2698  C49 1.094
55 Cl 8.5294 -1.8720 -2.7691  C56 1.781
56 C 7.7458 -3.1511 -1.8088  Cl55 1.781, C57 1.521, H59 1.094, H60 1.094
57 C 8.7107 -4.2690 -1.4463  C56 1.521, Cl58 1.781, H61 1.095, H62 1.094
58 Cl 9.1968 -5.2253 -2.8686  C57 1.781
59 H 6.8895 -3.5264 -2.3774  C56 1.094
60 H 7.3682 -2.6769 -0.8980  C56 1.094
61 H 8.2313 -4.9625 -0.7484  C57 1.095
62 H 9.6174 -3.8815 -0.9717  C57 1.094
63 Cl 0.1165 10.5651 8.2036  C64 1.781
64 C 0.4581 9.5061 9.5944  Cl63 1.781, C65 1.521, H67 1.094, H68 1.094
65 C -0.2719 9.9551 10.8504  C64 1.521, Cl66 1.781, H69 1.095, H70 1.094
66 Cl 0.3674 11.4913 11.4868  C65 1.781
67 H 1.5417 9.4819 9.7449  C64 1.094
68 H 0.1308 8.5003 9.3144  C64 1.094
69 H -0.1456 9.2088 11.6410  C65 1.095
70 H -1.3438 10.0819 10.6706  C65 1.094
71 Cl -6.0254 -4.8663 -3.7363  C72 1.781
72 C -7.6279 -4.8167 -4.5124  Cl71 1.781, C73 1.521, H75 1.094, H76 1.094
73 C -7.8681 -3.5088 -5.2496  C72 1.521, Cl74 1.781, H77 1.095, H78 1.094
74 Cl -8.0388 -2.1299 -4.1346  C73 1.781
75 H -8.3844 -4.9894 -3.7408  C72 1.094
76 H -7.6641 -5.6524 -5.2176  C72 1.094
77 H -8.7994 -3.5696 -5.8214  C73 1.095
78 H -7.0553 -3.2831 -5.9466  C73 1.094
79 Cl 0.4538 -3.5825 -4.4731  C80 1.781
80 C 0.4717 -1.9182 -5.1076  Cl79 1.781, C81 1.521, H83 1.094, H84 1.094
81 C 1.1578 -1.8277 -6.4615  C80 1.521, Cl82 1.781, H85 1.095, H86 1.094
82 Cl 2.9118 -2.1175 -6.3473  C81 1.781
83 H 0.9577 -1.2771 -4.3658  C80 1.094
84 H -0.5720 -1.6028 -5.1985  C80 1.094
85 H 1.0301 -0.8231 -6.8768  C81 1.095
86 H 0.7407 -2.5458 -7.1741  C81 1.094

Please write out number 2 again, unchanged.
Entry from the Open Molecules 2025 dataset: a single C3H8N4S molecule at a distorted geometry (ωB97M-V with the def2-TZVPD basis set).

Values from the calculation:
Relative energy (zero: lowest compared OMol25 entry of this formula, charge and spin)   93.8 kcal per mole
E_tot   -20032.170 eV
Gap between HOMO and LUMO   9.493 eV
LUMO level   0.66 eV

Each atom is followed by the atoms it is bonded to, with distances in Å.
Atoms and positions in Å:
1 H 2.8142 -0.4994 -1.5215  N2 1.162
2 N 1.6838 -0.3617 -1.7544  H1 1.162, C3 1.291
3 C 1.2419 -0.1293 -0.5642  N2 1.291, N4 1.388, S6 1.728
4 N 1.7865 0.1734 0.6759  C3 1.388, N5 1.471, H10 0.954
5 N 2.7564 1.2677 0.5156  N4 1.471, H11 1.257, H12 1.051
6 S -0.4355 -0.5379 -0.6282  C3 1.728, N7 1.712
7 N -1.0867 0.2972 0.7169  S6 1.712, C8 1.202
8 C -2.2357 0.2077 1.0578  N7 1.202, C9 1.483, H13 1.093
9 C -3.2342 -0.5946 0.3103  C8 1.483, H14 1.148, H15 1.023, H16 1.153
10 H 1.0051 0.4264 1.1619  N4 0.954
11 H 2.1864 2.2813 0.9921  N5 1.257
12 H 3.3948 1.3735 1.3433  N5 1.051
13 H -2.4967 0.9565 1.8093  C8 1.093
14 H -3.4312 -0.3801 -0.7999  C9 1.148
15 H -2.9107 -1.5619 0.2373  C9 1.023
16 H -4.2057 -0.5295 0.9280  C9 1.153